This record from the Open Molecules 2025 dataset describes C13H36BrCrN3O3 as an isolated structure. The level of theory is ωB97M-V/def2-TZVPD.

Last column: Löwdin charge in e.
Cartesian coordinates (Å):
Cr -0.895 1.498 -4.724  1.105
Br -0.884 0.201 -2.588  0.167
C -3.560 -2.185 0.023  0.044
C -2.928 -3.365 -0.647  -0.409
O -3.040 -4.476 -0.283  0.239
N -2.047 -3.094 -1.833  0.065
H -2.658 -2.973 -2.651  0.189
H -1.613 -2.157 -1.728  0.042
C -1.008 -4.184 -2.186  0.066
H -4.523 -1.822 -0.330  0.118
H -2.873 -1.331 -0.008  0.063
H -3.583 -2.541 1.054  0.118
H -0.510 -4.376 -1.238  0.108
H -0.310 -3.732 -2.880  0.093
H -1.631 -5.030 -2.458  0.121
C -0.892 3.067 3.245  0.015
N -2.207 2.381 3.059  -0.349
C -2.362 1.315 4.140  0.042
C -3.320 3.452 3.184  0.068
C -2.209 1.681 1.713  -0.129
C -1.875 2.492 0.473  -0.233
O -2.953 3.417 0.345  -0.048
H -0.953 3.658 4.157  0.130
H -0.849 3.867 2.502  0.107
H -0.097 2.356 3.047  0.115
H -3.237 0.682 4.021  0.117
H -2.403 1.899 5.055  0.118
H -1.461 0.710 4.085  0.109
H -4.236 2.931 2.930  0.120
H -3.079 4.299 2.556  0.105
H -3.256 3.721 4.236  0.114
H -2.991 0.925 1.669  0.134
H -1.349 0.988 1.734  0.126
H -1.899 1.826 -0.415  0.055
H -0.899 2.985 0.517  0.121
H -2.967 3.776 -0.550  0.106
C 3.895 0.201 0.128  0.027
N 3.995 -0.107 -1.336  -0.341
C 4.247 1.160 -2.132  0.021
C 5.213 -0.979 -1.608  0.039
C 2.661 -0.648 -1.803  -0.148
C 2.335 -2.068 -1.423  -0.230
O 3.264 -2.903 -2.089  -0.044
H 2.890 0.571 0.335  0.101
H 4.658 0.888 0.477  0.126
H 3.884 -0.756 0.649  0.115
H 4.426 0.957 -3.182  0.119
H 5.094 1.722 -1.741  0.123
H 3.365 1.750 -1.875  0.105
H 5.106 -1.262 -2.654  0.115
H 5.137 -1.921 -1.072  0.109
H 6.154 -0.488 -1.383  0.129
H 2.677 -0.564 -2.893  0.136
H 1.884 0.081 -1.554  0.074
H 1.357 -2.357 -1.839  0.090
H 2.229 -2.312 -0.360  0.137
H 3.086 -3.827 -1.870  0.124

HOMO-LUMO gap (spin up / spin down)   4.7 / 6.4 eV
HOMO level (spin up / spin down)   -0.768 / -0.769 Ha
Spin multiplicity   5
Charge   +4
Electronic energy   -4523.7798 Ha